[1]
ORCA calculation (the ωB97M-V functional and the def2-TZVPD basis) on C11H19N5O3S2 in the gas phase in a non-equilibrium geometry.

For the energy, the calculation gives -46977.9350 eV. The calculation puts the LUMO energy at 0.31 eV. Its energy above the lowest of the compared OMol25 structures with the same formula, charge and spin is 0.0 kcal/mol. As for the charge: 0. The largest force on an atom comes out at 0.03078 Eh/bohr. The HOMO energy is -8.4 eV. As for the SMILES: CCc1nnc(NC(=O)CN2CCN(S(C)(=O)=O)CC2)s1.

Each line ends with the natural charge from an NBO analysis.
Positions of all 40 atoms, in Å:
C -5.411 -2.324 0.730  -0.59
C -5.112 -1.649 -0.603  -0.45
C -3.956 -0.728 -0.504  0.09
N -3.255 -0.521 0.543  -0.26
N -2.262 0.347 0.397  -0.34
C -2.174 0.843 -0.789  0.25
N -1.265 1.748 -1.244  -0.64
C -0.252 2.446 -0.602  0.68
O 0.388 3.233 -1.258  -0.58
C -0.003 2.175 0.873  -0.33
N 1.103 1.294 1.178  -0.43
C 0.907 -0.120 0.932  -0.25
C 1.276 -0.547 -0.497  -0.25
N 2.594 -0.088 -0.859  -0.69
S 3.845 -1.156 -0.835  2.33
C 4.336 -1.435 0.896  -0.87
O 4.954 -0.531 -1.490  -0.95
O 3.346 -2.402 -1.338  -0.95
C 2.855 1.311 -0.617  -0.26
C 2.433 1.733 0.801  -0.23
S -3.405 0.218 -1.894  0.30
H -5.635 -1.579 1.488  0.22
H -4.549 -2.895 1.063  0.22
H -6.261 -2.992 0.625  0.21
H -5.983 -1.082 -0.945  0.22
H -4.896 -2.400 -1.369  0.23
H -1.355 1.999 -2.224  0.42
H 0.224 3.145 1.329  0.22
H -0.898 1.756 1.333  0.25
H 1.546 -0.656 1.643  0.19
H -0.133 -0.372 1.142  0.24
H 0.559 -0.131 -1.214  0.19
H 1.280 -1.632 -0.600  0.24
H 5.179 -2.113 0.864  0.25
H 4.631 -0.490 1.332  0.23
H 3.509 -1.887 1.426  0.23
H 2.310 1.903 -1.359  0.22
H 3.922 1.464 -0.772  0.24
H 3.126 1.299 1.533  0.18
H 2.483 2.819 0.881  0.22

Forces on the atoms, in the same order (eV/Å):
C -0.01 0.04 -0.15
C -0.26 -0.25 0.07
C 0.12 0.40 -0.87
N -1.05 -1.04 0.53
N 1.19 1.03 -0.09
C -1.04 -0.71 -0.35
N 0.09 0.36 -0.79
C -0.03 0.09 0.18
O 0.11 0.15 0.01
C 0.06 0.12 0.39
N -0.07 0.09 -0.09
C -0.04 -0.20 -0.10
C -0.46 -0.30 0.34
N 0.77 -0.66 -0.05
S 0.04 -0.07 0.27
C -0.26 0.15 -0.95
O 0.12 0.24 0.17
O -0.18 -0.12 0.20
C 0.22 0.60 0.17
C 0.12 0.00 -0.18
S 0.37 -0.01 0.89
H -0.01 0.01 0.11
H 0.04 -0.06 0.09
H -0.06 -0.06 0.01
H 0.03 -0.07 -0.04
H -0.07 0.05 -0.01
H 0.14 0.03 0.24
H -0.11 -0.03 -0.16
H 0.15 0.19 -0.03
H -0.03 -0.10 -0.04
H 0.12 -0.05 0.03
H 0.05 -0.09 0.00
H -0.27 0.04 0.00
H 0.15 -0.13 -0.04
H 0.03 0.18 0.08
H -0.16 -0.05 0.10
H 0.12 -0.09 0.06
H -0.06 0.24 0.00
H 0.07 0.06 -0.05
H 0.06 0.00 0.04

=====

[2]
ORCA calculation (the ωB97M-V functional and the def2-TZVPD basis) on a molecular structure, C11H20Br2Cl3N4O3PSSn.

For the energy, the calculation gives -227405.6855 eV. The calculation puts the LUMO energy at -12.89 eV. Its energy above the lowest of the compared OMol25 structures with the same formula, charge and spin is 47.6 kcal/mol. As for the charge: +4. The largest force on an atom comes out at 0.01053 Eh/bohr. The HOMO energy is -19.4 eV.

Each line ends with the natural charge from an NBO analysis.
Positions of all 46 atoms, in Å:
Sn 0.229 -0.131 0.196  1.31
Cl 7.024 5.558 1.242  0.36
C 5.599 4.769 0.985  0.19
C 5.632 3.333 0.911  -0.28
C 4.483 2.664 0.718  -0.02
Cl 4.426 0.979 0.638  0.18
C 3.168 3.393 0.567  0.48
O 2.128 2.814 0.407  -0.42
C 3.234 4.907 0.658  0.00
Cl 1.786 5.732 0.518  0.23
C 4.410 5.541 0.856  -0.30
H 6.580 2.824 1.022  0.29
H 4.466 6.619 0.930  0.30
Br -0.297 0.247 3.555  0.14
C -1.885 -0.811 3.405  -0.49
Br -2.253 -1.254 1.528  0.05
H -2.736 -0.252 3.770  0.26
H -1.742 -1.751 3.923  0.26
N -5.194 0.174 -2.136  -0.68
C -3.990 0.898 -1.583  -0.61
P -2.465 0.227 -2.398  2.16
O -2.933 -0.968 -3.159  -1.13
O -1.412 0.130 -1.313  -1.23
C -1.908 1.404 -3.729  -0.61
N -1.858 0.628 -5.023  -0.69
H -5.875 -0.056 -1.407  0.46
H -4.867 -0.700 -2.585  0.48
H -5.695 0.719 -2.841  0.45
H -3.914 0.660 -0.523  0.27
H -4.135 1.972 -1.680  0.27
H -0.931 1.833 -3.525  0.27
H -2.616 2.222 -3.853  0.27
H -2.343 -0.278 -4.857  0.48
H -0.902 0.425 -5.321  0.45
H -2.311 1.120 -5.797  0.46
C 0.225 -6.355 -0.264  -0.45
N 0.553 -4.991 0.170  -0.51
C 0.716 -3.979 -0.645  0.41
N 0.564 -4.117 -1.951  -0.74
S 1.249 -2.451 0.049  -0.39
H 0.164 -6.986 0.616  0.27
H 1.008 -6.745 -0.916  0.24
H -0.740 -6.370 -0.771  0.23
H 0.712 -4.822 1.152  0.44
H 0.308 -5.002 -2.366  0.44
H 0.746 -3.343 -2.564  0.43

Forces on the atoms, in the same order (eV/Å):
Sn -0.52 -0.16 -0.01
Cl 0.02 0.02 0.00
C -0.02 -0.03 -0.01
C -0.01 0.04 0.01
C -0.01 -0.03 -0.02
Cl 0.00 0.02 -0.01
C -0.05 0.01 0.12
O 0.26 0.09 -0.03
C 0.00 0.03 0.00
Cl -0.01 -0.02 -0.01
C 0.02 0.00 0.01
H 0.00 0.00 0.00
H 0.01 0.00 0.00
Br 0.00 -0.01 0.02
C 0.07 -0.02 -0.02
Br 0.05 0.03 0.07
H 0.00 0.01 -0.02
H -0.01 -0.01 -0.01
N 0.01 0.01 0.00
C -0.01 -0.05 0.00
P -0.15 -0.11 0.08
O 0.03 0.01 -0.01
O 0.20 0.10 -0.22
C 0.00 -0.01 0.00
N -0.02 0.00 0.01
H 0.00 0.00 0.00
H 0.00 0.00 0.00
H 0.00 0.00 0.00
H -0.01 0.01 0.00
H 0.01 0.00 0.00
H 0.01 -0.01 0.00
H 0.01 0.01 0.01
H 0.00 0.00 -0.01
H 0.00 0.00 0.00
H 0.00 0.01 0.00
C 0.04 0.00 0.01
N -0.05 -0.07 -0.02
C -0.20 0.18 0.14
N -0.16 0.00 -0.01
S 0.34 -0.04 -0.07
H 0.01 0.00 0.00
H 0.00 0.00 0.00
H 0.00 0.00 0.00
H 0.00 0.01 0.00
H 0.06 -0.02 0.00
H 0.08 -0.01 0.00

=====

[3]
ORCA calculation (the ωB97M-V functional and the def2-TZVPD basis) on 4 unconnected molecules or ions with the total composition C11H20BrNO12P3 in a non-equilibrium geometry.

For the energy, the calculation gives -135696.1073 eV. The calculation puts the LUMO energy at -3.09 eV. As for the charge: +1. The largest force on an atom comes out at 0.02774 Eh/bohr. The HOMO energy is -12.3 eV.

Each line ends with the natural charge from an NBO analysis.
Positions of all 48 atoms, in Å:
N 0.525 -0.340 0.247  -0.58
C -0.285 0.475 -0.282  0.13
C -1.726 0.521 0.164  -0.81
P -2.773 0.096 -1.254  0.40
P -3.561 -1.989 -1.369  1.24
O -3.647 -2.294 0.214  -0.98
O -2.242 -2.782 -1.857  -1.00
P -4.400 1.598 -1.514  0.88
O -5.632 0.830 -0.814  -0.97
Br -4.722 1.235 -3.662  -0.17
H 1.450 -0.224 -0.160  0.35
H 0.003 1.175 -1.067  0.17
H -1.875 -0.143 1.009  0.29
H -1.907 1.552 0.470  0.32
H -1.974 0.204 -2.396  0.09
H -4.289 -3.001 0.328  0.52
H -1.548 -2.202 -2.218  0.53
H -5.955 1.384 -0.095  0.52
C -1.790 -0.924 -6.436  -0.10
C -0.693 -1.957 -6.605  -0.10
O 0.072 -1.778 -5.395  -0.46
C -0.721 -1.236 -4.478  1.00
O -0.435 -1.115 -3.315  -0.66
O -1.889 -0.835 -4.998  -0.49
H -2.742 -1.223 -6.863  0.22
H -1.512 0.055 -6.824  0.20
H -1.073 -2.978 -6.623  0.20
H -0.067 -1.791 -7.475  0.22
C 1.782 2.883 3.409  -0.10
C 0.737 2.417 4.397  -0.10
O -0.483 2.815 3.739  -0.48
C -0.241 2.911 2.426  0.99
O -1.090 3.061 1.595  -0.64
O 1.072 2.818 2.157  -0.49
H 2.660 2.245 3.391  0.22
H 2.092 3.914 3.580  0.19
H 0.736 1.335 4.525  0.20
H 0.826 2.891 5.369  0.22
C 4.358 -1.254 2.997  -0.10
C 5.583 -1.467 3.867  -0.10
O 5.470 -0.395 4.812  -0.48
C 4.176 -0.026 4.887  0.97
O 3.728 0.717 5.697  -0.58
O 3.449 -0.618 3.907  -0.50
H 3.928 -2.177 2.618  0.21
H 4.552 -0.577 2.164  0.18
H 5.553 -2.414 4.408  0.19
H 6.520 -1.394 3.324  0.21

Forces on the atoms, in the same order (eV/Å):
N -0.37 0.22 -0.12
C 0.42 -0.46 0.23
C 0.52 0.21 -0.21
P 0.03 0.03 0.33
P -0.75 -0.79 -0.92
O 0.38 0.26 0.14
O -0.02 0.56 0.13
P 0.33 0.81 -0.12
O 0.08 -0.37 0.06
Br -0.05 -0.21 0.05
H 0.11 -0.02 0.01
H -0.06 0.12 -0.03
H -0.18 -0.19 0.00
H -0.32 0.10 0.05
H 0.00 0.15 -0.05
H -0.23 -0.12 0.38
H 0.45 -0.24 -0.10
H -0.35 0.03 0.17
C 0.03 -0.03 -0.17
C -0.11 0.00 -0.16
O 0.03 -0.04 -0.05
C 0.03 -0.03 -0.17
O -0.08 -0.09 0.20
O -0.03 0.04 -0.02
H -0.07 -0.04 0.17
H 0.03 0.01 0.04
H -0.01 0.00 0.06
H 0.15 0.07 0.11
C 0.27 0.02 0.14
C 0.14 -0.07 0.07
O 0.03 -0.06 0.09
C 0.04 0.06 0.11
O -0.04 -0.01 -0.14
O 0.00 0.01 0.08
H -0.06 -0.09 -0.17
H -0.06 0.03 -0.02
H -0.02 -0.01 -0.05
H -0.19 0.10 -0.02
C 0.06 -0.05 -0.05
C 0.00 -0.09 -0.07
O 0.01 -0.07 -0.08
C 0.09 -0.11 0.02
O -0.18 0.22 0.01
O 0.04 0.01 -0.11
H -0.13 0.01 0.10
H 0.02 0.02 0.02
H -0.04 0.00 0.01
H 0.04 0.14 0.07

=====

[4]
ORCA calculation (the ωB97M-V functional and the def2-TZVPD basis) on a molecular structure, C11H20Cl2ORu in a non-equilibrium geometry.

The spin multiplicity is 5. For the energy, the calculation gives -41401.2292 eV. The calculation puts the LUMO energy (spin up / spin down) at -0.19 / -1.47 eV. Its energy above the lowest of the compared OMol25 structures with the same formula, charge and spin is 11.5 kcal/mol. As for the charge: 0. The largest force on an atom comes out at 0.09549 Eh/bohr. The HOMO energy (spin up / spin down) is -7.0 / -9.1 eV.

Each line ends with the natural charge from an NBO analysis.
Positions of all 35 atoms, in Å:
Ru 1.422 -0.393 -0.270  0.93
Cl 0.375 -2.414 -0.296  -0.41
Cl 1.628 1.581 0.818  -0.41
C 3.140 -0.788 -0.667  -0.56
H 3.882 0.068 -0.675  0.20
H 3.541 -1.583 -1.354  0.20
C -0.876 0.920 -1.311  -0.12
C 0.343 0.587 -1.788  -0.35
H -0.968 1.159 -0.255  0.22
C 0.493 -0.427 -2.950  -0.45
H 1.197 1.312 -1.856  0.27
C -0.643 -0.242 -3.973  -0.39
H 1.455 -0.318 -3.467  0.22
H 0.487 -1.452 -2.537  0.24
C -1.993 -0.150 -3.311  -0.39
H -0.440 0.695 -4.499  0.19
H -0.666 -1.045 -4.717  0.21
C -2.047 0.971 -2.233  -0.46
H -2.799 -0.032 -4.044  0.21
H -2.227 -1.093 -2.809  0.20
H -2.112 1.952 -2.742  0.22
H -3.040 0.967 -1.754  0.22
C -0.028 0.946 4.138  -0.43
C 0.460 -0.485 4.448  -0.43
C 0.446 -1.176 3.075  -0.07
O -0.281 -0.373 2.125  -0.57
C -0.841 0.736 2.859  -0.07
H -0.631 1.375 4.950  0.22
H 0.839 1.593 3.925  0.21
H -0.272 -0.978 5.103  0.20
H 1.447 -0.508 4.926  0.22
H 1.469 -1.333 2.706  0.18
H -0.019 -2.170 3.112  0.19
H -1.885 0.482 3.118  0.17
H -0.855 1.616 2.204  0.20

Forces on the atoms, in the same order (eV/Å):
Ru -2.39 -0.29 2.17
Cl 0.30 -0.10 0.06
Cl 0.54 0.31 0.01
C 3.82 0.05 -1.77
H -1.00 -0.66 0.31
H -0.94 0.36 0.77
C -2.57 0.83 0.99
C 4.19 -1.20 -2.27
H -0.20 0.65 -0.23
C -0.57 -0.02 -0.68
H -0.80 -0.04 0.40
C 0.34 0.11 -0.09
H -0.13 0.16 0.29
H -0.20 0.52 -0.38
C -0.65 0.11 0.77
H -0.07 0.00 -0.19
H 0.23 0.06 0.07
C -1.13 -0.41 -0.69
H 0.18 0.26 0.03
H 0.15 -0.07 0.06
H 0.59 -0.12 0.03
H 0.49 -0.39 0.35
C 0.49 -0.18 -0.42
C -0.60 0.10 -0.04
C 0.39 -0.69 -0.26
O 0.12 0.53 1.19
C -0.63 -0.01 -0.13
H 0.23 -0.06 -0.29
H -0.34 -0.10 0.13
H 0.31 0.10 -0.05
H -0.32 -0.04 -0.16
H -0.16 0.17 -0.09
H 0.03 0.22 0.06
H 0.22 0.08 -0.09
H 0.07 -0.22 0.12

=====

[5]
ORCA calculation (the ωB97M-V functional and the def2-TZVPD basis) on a molecular structure, C11H20DyN2OP in a non-equilibrium geometry.

The spin multiplicity is 6. For the energy, the calculation gives -50124.8719 eV. The calculation puts the LUMO energy (spin up / spin down) at -0.23 / -0.40 eV. As for the charge: 0. The largest force on an atom comes out at 0.10191 Eh/bohr. The HOMO energy (spin up / spin down) is -5.4 / -4.7 eV.

Each line ends with the Löwdin spin population.
Positions of all 36 atoms, in Å:
C -1.258 1.491 -3.454  0.01
C -1.932 2.600 -4.027  0.00
C -1.026 3.698 -4.116  0.00
C 0.238 3.290 -3.595  0.00
C 0.146 1.941 -3.168  0.01
Dy 0.087 -1.330 -1.686  5.44
P 0.588 -3.857 -0.827  -0.26
H -1.667 0.485 -3.280  0.01
H -2.973 2.603 -4.349  0.00
H -1.259 4.683 -4.517  0.00
H 0.944 1.326 -2.727  0.01
H 1.133 3.908 -3.532  0.00
H 1.831 -4.413 -1.337  -0.10
H -0.278 -4.937 -1.260  -0.02
H 0.742 -4.267 0.549  -0.01
C 2.796 0.054 1.684  0.00
N 1.390 -0.017 2.040  -0.01
C 1.020 -0.118 3.446  0.00
C -0.468 0.081 3.591  0.00
C -1.241 -0.769 2.622  0.00
N -0.801 -0.364 1.289  0.00
C -1.600 -0.852 0.114  -0.06
C 0.523 -0.231 1.067  -0.01
O 0.989 -0.349 -0.150  0.03
H 2.965 0.821 0.918  0.00
H 3.174 -0.906 1.300  0.00
H 3.362 0.321 2.584  0.00
H 1.318 -1.103 3.845  0.00
H 1.578 0.648 3.994  0.00
H -0.708 1.137 3.426  0.00
H -0.763 -0.166 4.614  0.00
H -2.315 -0.586 2.687  0.00
H -1.059 -1.845 2.776  0.00
H -1.292 -1.960 -0.150  -0.05
H -2.652 -0.919 0.380  0.00
H -1.534 -0.098 -0.754  0.01

Forces on the atoms, in the same order (eV/Å):
C 2.08 0.93 0.46
C 0.64 0.05 0.24
C 0.17 -1.01 0.38
C -0.59 -0.53 0.07
C -2.14 -0.43 -0.51
Dy -0.10 -0.47 -5.22
P -0.03 -1.02 0.16
H 0.01 0.26 -0.16
H 0.27 0.02 0.06
H 0.05 -0.25 0.09
H -0.16 0.30 -0.18
H -0.23 -0.14 -0.02
H -0.19 -0.56 0.49
H 0.57 0.49 0.12
H 0.18 0.03 -0.56
C 0.69 0.10 -0.04
N 0.26 -0.02 0.41
C 0.21 -0.15 0.08
C -0.25 0.36 0.91
C -0.03 0.10 -0.40
N -0.73 -0.73 -1.37
C -0.04 1.11 0.69
C 0.49 -0.44 -1.75
O 0.18 1.64 3.90
H -0.09 -0.24 0.23
H -0.17 0.27 0.14
H -0.18 -0.07 -0.24
H 0.00 0.24 -0.16
H -0.14 -0.12 -0.02
H -0.06 -0.16 -0.02
H 0.04 0.06 -0.03
H 0.12 0.00 0.07
H -0.05 0.20 -0.01
H -0.40 0.73 0.41
H 0.09 0.10 0.19
H -0.49 -0.63 1.58

=====

[6]
ORCA calculation (the ωB97M-V functional and the def2-TZVPD basis) on C11H20N2O3 in the gas phase in a non-equilibrium geometry.

For the energy, the calculation gives -20855.0510 eV. The calculation puts the LUMO energy at 0.51 eV. Its energy above the lowest of the compared OMol25 structures with the same formula, charge and spin is 10.3 kcal/mol. As for the charge: 0. The largest force on an atom comes out at 0.07099 Eh/bohr. The HOMO energy is -9.2 eV. As for the SMILES: CC(C)C[C@H](N)C(=O)N1CCC[C@H]1C(=O)O.

Each line ends with the natural charge from an NBO analysis.
Positions of all 36 atoms, in Å:
C -1.859 2.214 0.837  -0.62
C -1.698 2.333 -0.702  -0.23
C -3.078 2.388 -1.375  -0.60
C -0.836 1.169 -1.255  -0.40
C 0.532 1.145 -0.527  -0.12
N 1.250 2.405 -0.601  -0.83
C 1.373 -0.077 -0.960  0.70
O 2.178 0.034 -1.864  -0.63
N 1.131 -1.308 -0.370  -0.45
C 1.823 -2.492 -0.925  -0.21
C 1.557 -3.558 0.152  -0.42
C 0.338 -3.047 0.885  -0.40
C 0.422 -1.541 0.851  -0.15
C 1.190 -0.851 2.033  0.79
O 2.149 -0.185 1.961  -0.57
O 0.551 -1.111 3.212  -0.69
H -2.570 2.975 1.194  0.21
H -0.934 2.363 1.413  0.21
H -2.346 1.246 1.078  0.20
H -1.238 3.279 -0.967  0.22
H -3.735 3.182 -1.019  0.21
H -3.534 1.379 -1.310  0.19
H -3.033 2.621 -2.448  0.21
H -0.617 1.296 -2.314  0.22
H -1.345 0.170 -1.147  0.20
H 0.364 0.969 0.541  0.19
H 1.717 2.491 0.272  0.36
H 1.984 2.359 -1.319  0.38
H 2.852 -2.190 -1.067  0.23
H 1.452 -2.742 -1.940  0.20
H 2.366 -3.612 0.889  0.21
H 1.384 -4.542 -0.283  0.22
H 0.251 -3.477 1.893  0.23
H -0.551 -3.417 0.412  0.21
H -0.616 -1.154 0.890  0.24
H 1.125 -0.715 3.878  0.49

Forces on the atoms, in the same order (eV/Å):
C -0.65 0.22 -0.29
C -0.50 -0.24 0.08
C -0.01 -0.80 -0.66
C 0.28 -0.03 0.51
C -0.11 -1.19 0.84
N 0.06 -0.29 -1.06
C -0.43 -0.03 -0.12
O 0.14 -0.13 -0.12
N -0.05 1.05 -1.39
C -0.32 0.44 0.20
C 0.54 0.14 -0.18
C -0.16 -1.22 1.23
C -0.07 0.82 0.51
C -2.86 -2.26 0.13
O 1.99 1.29 -0.31
O 0.32 -0.01 -0.53
H 0.22 -0.09 -0.14
H -0.28 -0.24 -0.30
H 0.49 0.29 0.01
H 0.55 0.05 0.26
H 0.00 -0.26 0.61
H -0.26 0.63 0.14
H 0.46 -0.27 0.09
H -0.18 0.11 -0.22
H 0.30 0.88 0.05
H -0.35 0.19 -0.21
H 0.63 0.39 0.68
H -0.47 -0.08 0.22
H 0.43 -0.34 0.09
H -0.12 0.06 0.65
H 0.18 -0.07 -0.43
H 0.15 -0.01 0.11
H 0.25 0.39 -0.09
H -0.63 0.28 -0.58
H 0.53 0.19 -0.18
H -0.06 0.14 0.40